70
Properties=species:S:1:pos:R:3:forces:R:3:lowdin_charge:R:1 method="wB97M-V/def2-TZVPD" homo_energy_ev="-13.5 / -13.7" multiplicity=2 homo_lumo_gap_ev="4.740 / 5.750" e_tot_ev=-56807.86960 total_charge=+2
Re -0.182 0.211 0.086 1.343 -0.440 -2.615 1.491
O -1.691 0.466 1.708 0.176 1.225 -0.078 0.011
C -1.055 -0.568 1.972 -1.959 -2.128 1.272 -0.679
O 0.220 -0.610 1.887 1.832 0.885 -0.199 -0.075
C -1.694 -1.899 2.141 -0.012 -0.043 -0.307 -0.149
C -2.163 -2.417 3.334 0.002 0.131 -0.112 0.018
C -2.552 -3.748 3.371 0.027 0.064 0.025 -0.021
C -2.479 -4.537 2.232 -0.047 -0.067 -0.031 -0.028
C -2.060 -4.000 1.025 0.073 0.229 0.116 -0.047
C -1.658 -2.668 0.975 -0.105 -0.206 -0.148 -0.284
P -1.119 -1.937 -0.611 -0.155 -0.283 0.822 1.048
C -0.043 -3.191 -1.335 -0.034 0.340 -0.065 -0.353
C -0.507 -4.046 -2.333 -0.018 0.106 0.056 -0.073
C 0.312 -5.067 -2.783 0.039 -0.085 -0.043 -0.043
C 1.584 -5.229 -2.254 -0.049 0.062 -0.022 -0.035
C 2.040 -4.379 -1.258 0.085 0.032 0.085 -0.043
C 1.228 -3.366 -0.786 -0.175 0.106 -0.075 -0.089
C -2.590 -1.783 -1.647 0.284 0.232 0.040 -0.367
C -2.410 -1.441 -2.991 -0.029 0.038 0.215 -0.109
C -3.504 -1.405 -3.836 0.045 0.079 -0.107 -0.052
C -4.772 -1.688 -3.346 0.022 0.030 0.092 -0.038
C -4.950 -2.003 -2.008 -0.068 0.049 -0.026 -0.045
C -3.864 -2.049 -1.150 0.144 0.004 0.092 -0.062
H -2.210 -1.790 4.212 0.040 -0.044 0.124 0.135
H -2.894 -4.170 4.304 -0.039 -0.069 0.043 0.125
H -2.747 -5.581 2.286 -0.086 -0.077 -0.007 0.123
H -2.029 -4.603 0.130 0.002 -0.149 -0.049 0.120
H -1.498 -3.926 -2.744 -0.054 -0.006 -0.068 0.108
H -0.041 -5.738 -3.550 -0.049 -0.054 -0.075 0.120
H 2.222 -6.018 -2.621 0.042 -0.072 -0.021 0.122
H 3.030 -4.507 -0.850 0.093 -0.029 0.073 0.120
H 1.555 -2.710 0.008 0.159 -0.021 0.091 0.094
H -1.415 -1.224 -3.355 0.056 -0.015 -0.178 0.113
H -3.374 -1.160 -4.878 0.042 0.032 -0.111 0.118
H -5.624 -1.653 -4.007 -0.060 -0.032 -0.076 0.121
H -5.937 -2.214 -1.630 -0.112 -0.040 0.044 0.120
H -4.005 -2.302 -0.110 -0.026 -0.034 0.047 0.111
C -3.834 4.236 -3.015 -0.042 0.265 0.165 -0.065
C -3.217 5.297 -2.111 0.152 -0.251 0.059 -0.390
C -1.956 5.897 -2.721 -0.224 0.078 0.029 -0.066
C -2.912 4.708 -0.716 -0.939 1.306 -0.331 -0.089
N -1.941 3.662 -0.802 -0.435 -2.412 -0.116 -0.056
C -2.104 2.340 -0.916 -0.214 0.790 0.133 -0.037
N -0.885 1.792 -0.964 -1.157 0.264 0.091 -0.136
N -0.022 2.826 -0.906 1.222 0.529 -0.038 0.043
N -0.640 3.910 -0.810 0.848 0.919 0.061 0.146
H -4.151 4.687 -3.951 -0.010 -0.038 -0.123 0.094
H -4.707 3.784 -2.549 -0.146 -0.097 -0.011 0.083
H -3.112 3.455 -3.253 0.066 -0.102 -0.111 0.071
H -3.949 6.093 -1.941 0.041 -0.068 0.066 0.150
H -1.223 5.126 -2.952 0.080 -0.010 -0.094 0.069
H -1.499 6.612 -2.042 0.113 0.103 0.020 0.087
H -2.199 6.414 -3.644 0.006 0.036 -0.113 0.093
H -3.821 4.310 -0.264 0.152 -0.074 0.069 0.144
H -2.494 5.491 -0.079 -0.003 -0.223 0.077 0.147
H -3.041 1.826 -0.943 -0.275 -0.160 0.056 0.160
F 3.845 5.240 -0.822 0.156 0.172 -0.017 0.120
C 3.422 3.990 -0.801 -0.424 -0.709 0.156 -0.253
C 3.365 3.269 -1.999 0.009 0.428 0.336 0.027
C 2.854 1.995 -1.982 -0.360 -0.355 0.511 -0.031
C 2.425 1.402 -0.774 0.334 0.540 0.262 -0.344
C 1.869 0.047 -0.740 -0.179 -0.210 1.131 -0.196
C 2.560 2.139 0.430 -0.080 -0.590 -0.567 -0.062
C 3.033 3.428 0.419 0.239 0.484 -0.355 0.014
H 3.712 3.733 -2.911 0.036 0.018 -0.042 0.132
H 2.800 1.420 -2.894 -0.026 -0.019 -0.140 0.121
H 2.330 -0.528 0.074 0.023 -0.145 -0.225 0.074
H 2.000 -0.469 -1.692 -0.442 -0.263 0.079 0.081
H 2.296 1.665 1.368 0.030 -0.003 0.123 0.114
H 3.131 4.007 1.325 0.019 0.050 0.032 0.131